No. 1
Below is a gas-phase ion, C3H10NO (charge +1), with properties calculated with ωB97M-V/def2-TZVPD.

The LUMO energy comes out at -0.1353 Ha. The net charge is +1. The energy above the lowest of the compared OMol25 structures with the same formula, charge and spin is 100.7 kJ/mol. The value obtained for the total energy is -250.01545 a.u. The orbital gap comes out at 10.545 eV. Its SMILES is [NH3+]CCCO.

Cartesian coordinates (Å):
N1 0.7091 1.4566 1.2253
C1 -0.5925 0.7689 0.6385
C2 -0.2937 0.1022 -0.6880
C3 -0.3187 -1.4158 -0.8393
O1 1.0112 -1.9229 -0.7681
H1 0.9798 0.9934 2.1004
H2 0.7324 2.4772 1.2561
H3 1.3440 1.2710 0.4472
H4 -0.9461 0.1100 1.4355
H5 -1.3559 1.5430 0.6958
H6 -1.1103 0.5056 -1.3038
H7 0.6579 0.4632 -1.1436
H8 -0.9524 -1.9329 -0.1273
H9 -0.7591 -1.5832 -1.8323
H10 0.8943 -2.8363 -1.0965

Atoms 1-3, force components in eV/Å:
N -0.51 -0.85 -1.31
C 0.35 0.50 2.05
C -0.77 0.70 -0.65

---

No. 2
Below is 2 unconnected molecules or ions with the total composition C3H10NO, with properties calculated with ωB97M-V/def2-TZVPD.

The LUMO energy comes out at -0.1376 Ha. The net charge is +1. The energy above the lowest of the compared OMol25 structures with the same formula, charge and spin is 54.8 kJ/mol. The value obtained for the total energy is -250.03293 a.u. The orbital gap comes out at 9.408 eV.

Cartesian coordinates (Å):
O1 0.1921 1.1799 0.4848
C1 0.1128 2.2423 1.0699
C2 1.1715 3.3111 0.9880
H1 -0.7782 2.4628 1.7065
H2 1.2976 3.6229 -0.0624
H3 2.1306 2.9062 1.3524
H4 0.9129 4.1986 1.5898
C3 -0.0933 -2.7448 -1.3361
N1 -1.1757 -2.2318 -0.4386
H5 -0.3443 -3.7552 -1.7003
H6 0.8644 -2.7950 -0.7913
H7 0.0313 -2.0781 -2.2059
H8 -2.0811 -2.1826 -0.9479
H9 -1.2970 -2.8573 0.3834
H10 -0.9435 -1.2790 -0.0924

Atoms 1-3, force components in eV/Å:
O -0.19 0.14 0.18
C -0.01 -0.06 -0.03
C 0.05 0.28 0.11

---

No. 3
Below is 2 unconnected molecules or ions with the total composition C3H10NO, with properties calculated with ωB97M-V/def2-TZVPD.

The LUMO energy comes out at -0.1777 Ha. The net charge is +1. The energy above the lowest of the compared OMol25 structures with the same formula, charge and spin is 82.1 kJ/mol. The value obtained for the total energy is -250.02254 a.u. The orbital gap comes out at 10.613 eV.

Cartesian coordinates (Å):
C1 0.1578 -0.8621 -2.4620
C2 0.1910 0.2773 -1.4463
C3 -0.6741 0.5662 0.8602
N1 -0.4997 -0.1066 -0.2001
H1 -0.0105 -1.8512 -2.0422
H2 -0.5621 -0.6603 -3.2533
H3 1.1103 -0.9414 -2.9729
H4 1.2392 0.4421 -1.1874
H5 -0.1488 1.2222 -1.8371
H6 -1.0887 0.1380 1.7625
H7 -0.2616 1.5624 0.8475
H8 -0.6643 -1.0951 -0.1862
H9 0.6819 -0.2889 4.1963
H10 0.2050 1.1734 4.2603
O1 0.3247 0.4240 3.6608

Atoms 1-3, force components in eV/Å:
C -0.18 0.36 -0.67
C 1.29 -0.37 -0.04
C 0.62 0.20 -0.23